115
Properties=species:S:1:pos:R:3:forces:R:3 method="wB97M-V/def2-TZVPD" charge=-1 homo_lumo_gap_ev=8.080 lumo_energy_ev=2.443 multiplicity=3
H -3.3071 2.0687 -4.9935 -1.0 -1.2 0.5
H -1.8577 5.3125 -0.3853 0.3 -0.3 -0.6
H -1.6711 -4.3875 0.7807 0.0 -0.2 0.1
C -2.5547 1.5762 3.8686 -0.9 0.9 -0.6
C 0.8338 -0.0215 3.7839 1.3 -0.1 -1.2
C 2.8937 1.4365 -5.2270 0.8 -0.6 0.9
C -4.1316 1.3876 -4.5852 0.7 0.5 -0.5
H 0.8641 2.3338 5.3902 -0.5 0.0 -0.4
C -2.1792 -0.8688 -3.8726 1.0 -0.8 0.6
H -6.7451 3.4729 -1.1112 0.7 -0.6 -0.2
H -2.5056 -1.6531 -4.5565 -0.2 0.2 -0.5
H -3.5505 1.3260 3.4685 0.5 0.1 0.4
C -1.5625 0.6256 3.8514 -0.8 -0.8 -0.6
C -6.0938 2.6184 -1.4312 -0.2 0.6 -1.1
H -5.6793 -0.8075 -3.8463 0.1 -0.3 0.5
H -4.9523 2.0626 -4.3217 0.1 -0.2 0.3
H -0.8315 4.1976 5.0574 0.5 0.5 0.5
C 3.1873 0.0587 2.8780 2.8 -1.1 -0.8
O -1.1702 -3.3394 -2.3536 0.1 -0.3 1.4
O -0.9211 -1.7893 -0.3259 -0.6 0.4 0.2
C 4.1932 -0.6413 3.6155 -1.2 -0.1 -0.3
C -0.8499 3.4677 -3.9376 1.4 0.6 0.4
C 4.2317 0.8414 -3.2867 -1.2 -0.3 -1.3
H 5.1787 0.8830 -2.8225 0.7 0.0 0.7
H 4.0758 0.9823 -0.6848 0.0 0.2 0.1
H 0.1775 -2.6722 3.8746 -0.1 0.3 0.1
H -3.5003 5.3929 -3.4210 0.4 -0.8 0.7
H 5.8574 -2.2630 -1.4597 -0.7 -0.3 0.2
H -5.2133 3.5081 1.6242 0.2 0.5 0.0
C -4.3770 3.6711 0.9233 0.0 -0.1 -0.4
H -1.8333 -0.3735 3.4777 0.5 0.5 0.0
H -5.1989 -0.1566 0.0696 -0.4 0.5 0.4
C 1.8983 0.5572 -4.7909 -0.2 0.5 -1.0
C -3.5248 4.3889 -2.8943 0.3 1.6 -0.6
C 3.3526 -0.7974 -1.5261 -1.4 0.4 -0.2
C -0.2724 0.9485 4.2201 -0.4 -1.0 0.3
C 1.8549 -1.6377 7.1737 1.1 -0.1 0.3
H -0.2912 4.5232 -0.5189 -0.3 -0.1 -0.2
H -1.4246 -0.2067 -4.3643 -0.4 -0.6 0.4
H 1.1309 -0.6143 -3.1440 0.5 -0.1 -0.3
H 0.0906 -4.1344 5.7946 -0.2 -1.1 -0.2
C 1.9929 -0.1103 -3.5922 0.9 0.5 1.1
H -6.7434 1.7305 -1.5213 0.3 0.3 0.0
O 0.1280 -5.5066 1.6983 0.7 0.8 -0.8
H -1.2955 3.9857 -4.8057 0.1 0.0 0.5
H 2.4455 -1.4360 8.0913 -0.5 0.2 -0.7
C -2.2541 2.9028 4.1964 -0.7 0.5 0.4
H 1.6746 -2.5547 -2.5762 1.1 -0.9 0.2
C 4.3525 -0.3524 0.8601 0.4 -2.3 1.8
P 1.1371 -4.5892 1.0698 -2.1 -0.2 0.0
H -3.9494 3.7462 -3.6534 -0.2 -0.3 0.1
H 5.9890 -4.6687 -1.3466 1.2 -0.6 0.0
C -0.1035 2.1415 4.8951 1.7 1.1 -0.2
C 1.8265 -0.7285 6.0985 0.4 -0.1 0.9
H 2.4085 0.1968 6.2090 -0.6 -0.2 -0.1
C 2.8488 -4.4110 -2.4509 -1.8 -0.5 -0.8
H 6.1735 -1.5815 1.0129 -0.5 0.0 0.1
C 4.0200 -5.0223 -2.1175 1.3 0.7 0.0
H 1.3440 -3.6088 7.8695 0.0 -0.2 0.5
O 1.6263 -3.3948 1.8185 0.0 1.8 0.6
H 2.0202 -5.0618 -2.7568 0.2 0.4 0.1
Tm 0.9863 -1.5978 0.6482 0.3 1.0 2.2
C 2.6627 -3.0474 -2.3757 -0.3 0.9 0.0
H 5.8481 -2.0017 3.4500 0.1 0.0 0.1
O 0.4889 -3.8290 -0.2800 -0.1 -0.3 -0.1
Si -3.5789 0.1476 -3.2290 1.0 1.9 0.2
O 2.0595 -0.8244 -0.8836 2.2 -0.2 -1.3
C 4.3552 -0.0621 -0.5788 0.6 0.2 -1.3
H 0.2133 3.9077 -3.7571 -1.6 -1.1 -0.6
H -4.5416 0.7618 -5.3911 0.3 0.1 -0.2
C 0.6186 -2.3429 4.8100 -0.1 0.0 0.2
C 0.6382 -3.2360 5.8757 0.6 1.2 0.3
H 5.3900 -0.1349 -0.9426 -0.2 -0.2 -0.1
N 3.3122 0.1152 1.5333 -1.0 0.8 0.7
H -5.6750 2.8520 -2.4439 -0.7 -0.1 0.8
C 5.1044 -4.2503 -1.7279 -1.4 1.1 -0.2
H -0.6313 5.8483 -1.6136 -0.8 -1.0 0.2
C 5.3016 -1.1799 1.5382 -0.4 0.8 -0.2
Si -4.6521 2.2221 -0.2932 1.6 0.3 -0.2
C -1.1147 4.9385 -1.1288 1.0 0.9 0.6
H -3.0212 3.7122 4.1052 0.7 -0.9 0.0
Si -1.8463 3.6994 -2.3413 -1.5 -0.5 -0.4
H -4.2080 4.5216 -2.0586 -0.1 -0.1 0.0
C 3.1991 0.0286 -2.8345 -0.7 -0.4 0.3
H -4.8976 0.6247 1.6270 0.5 -0.1 0.4
C -5.1251 -0.8344 -2.8902 -0.1 -0.1 0.5
H -5.7111 -0.2989 -2.1409 -0.2 0.0 -0.1
H 4.1749 -0.7149 4.7041 -0.2 0.1 -0.3
P -1.0512 -3.1743 -0.8853 0.6 -2.2 -0.4
O 0.4806 -0.6098 2.5242 0.4 0.1 1.4
O -2.0835 -4.0868 -0.0465 0.6 0.7 -0.6
C 4.9524 -2.8618 -1.6774 0.8 0.4 -0.1
H 1.0786 0.4231 -5.5084 -0.1 0.0 0.7
H -4.9750 -1.8565 -2.4961 0.0 0.4 -0.5
H 2.3941 -5.9513 1.5689 0.7 -0.5 -0.5
H -3.4346 3.6334 1.4960 -0.4 -0.2 -0.3
C 3.7364 -2.2428 -1.9676 -0.7 0.0 1.3
C 1.2917 -2.9006 7.0707 -0.6 0.5 -1.1
C 4.0756 1.5509 -4.4782 -0.4 0.0 -0.5
C 2.1112 0.8562 3.4703 -0.9 0.6 0.3
C -1.0115 3.1921 4.7610 -1.1 -1.3 -0.2
H 2.5345 1.3083 4.3891 -0.5 0.1 -0.4
C 5.1555 -1.3612 2.9221 0.1 0.7 -0.9
H -4.4401 4.6653 0.4245 -0.1 -0.6 0.4
H 1.8199 1.6430 2.7065 0.2 -0.8 1.1
As -2.4618 1.4927 -1.3256 -1.4 0.4 -0.3
C 1.1674 -1.0564 4.9264 -1.1 0.0 -1.2
H 4.1351 -6.0615 -2.2654 0.0 -1.1 0.2
H 4.9259 2.1255 -4.8425 -0.3 0.1 0.0
H -6.4091 1.0498 0.8348 1.0 -0.7 -0.3
H -1.7020 -1.5253 -3.0717 -0.4 1.3 -0.8
H 2.7377 1.9607 -6.1507 0.2 0.2 -0.3
O 2.5115 -5.3675 0.7924 -0.8 -0.8 -0.4
C -5.3210 0.7794 0.6523 -1.1 -0.2 0.1
H -0.8317 2.3960 -4.1947 0.5 0.4 0.1


151
Properties=species:S:1:pos:R:3:forces:R:3 method="wB97M-V/def2-TZVPD" charge=+1 homo_lumo_gap_ev=3.359 lumo_energy_ev=-6.467
H 3.3881 6.3592 -4.3240 0.0 -0.3 0.1
H -2.6419 -7.8253 0.0827 -0.9 2.7 -0.4
C -4.0721 -3.4985 -0.4289 2.6 -4.7 0.6
H -0.3769 -1.3741 -2.0359 -2.4 0.7 -1.0
H -5.8781 0.8926 -7.0916 -0.3 -0.3 1.1
H -1.3960 6.1324 6.6918 0.3 0.1 0.1
O -8.0632 -1.6718 -0.6729 0.2 0.9 -0.4
H -9.0426 1.0161 -3.1582 0.4 -0.5 1.4
F 3.9512 3.9548 -4.0584 0.1 -0.2 0.0
O 5.7648 3.0647 10.6170 0.6 0.6 -0.3
H 2.6888 -2.4886 -1.3876 -0.1 -0.2 0.0
C 6.7252 3.5444 9.7778 2.9 -1.2 -0.7
C 4.0513 -7.9880 -0.6521 0.0 -1.0 -0.1
H 4.3846 -2.8987 0.2914 -0.3 0.2 0.1
O 6.3479 -1.0201 1.0695 0.4 -0.8 -0.8
C 1.7876 -1.2824 0.8978 -0.6 2.4 1.6
H -5.5024 3.8013 -2.5147 0.5 -1.4 1.0
C -4.8104 -1.6818 -1.8769 0.1 -5.5 -1.6
F 1.9711 -4.2122 -0.6462 -0.3 -0.2 -0.5
O -6.6477 1.9732 -3.4223 0.9 -1.3 -0.1
O 1.1869 -0.3029 1.3072 1.2 -2.2 -0.9
C 0.6448 4.4546 2.7387 -1.2 0.4 2.5
C -0.6577 4.8435 8.2572 -0.3 -0.7 0.1
H -3.8077 1.1621 -0.9311 -0.4 -1.8 -2.1
H -1.8376 -2.1157 -2.9518 0.4 1.9 0.9
H -1.3655 5.2920 8.9625 0.0 -0.2 0.0
C -6.1265 -1.2630 -4.5629 -3.4 0.9 -2.7
O -4.4237 -2.0810 -0.5397 0.3 -0.9 0.1
H -7.5294 -3.5552 -2.5169 -0.8 0.9 -1.9
H 6.0021 -7.5112 0.1546 -0.2 -0.2 -0.1
C -6.3560 2.0099 -2.0093 -0.3 1.0 0.8
H 9.5568 -0.9837 1.2689 -0.2 0.0 -0.2
C -5.7262 1.3042 -4.2869 -0.2 0.0 -0.1
H 7.6202 -1.7018 2.5326 -0.1 0.2 0.1
F 4.4221 -9.2855 -0.5696 -0.1 -0.1 -0.1
C -1.4110 -1.0979 -2.5687 1.6 -0.4 -0.9
H -4.0907 0.0414 -5.8590 0.4 -0.6 2.8
H -6.2395 -4.5799 -0.7409 2.8 -0.5 0.5
C -0.4813 5.6156 6.9945 -0.7 0.2 -1.1
H 2.2807 5.7728 -5.5861 -0.1 0.1 0.2
C -3.8078 -0.3378 -4.7562 -0.1 1.7 -1.6
H 11.7844 -4.3605 0.2326 0.0 0.3 0.1
H 1.1611 5.3188 0.1938 -0.1 -0.5 0.1
O 3.0834 -1.5785 1.2216 -1.5 0.8 -0.4
H -8.6586 -2.3735 -3.6263 1.7 -1.5 0.3
H -7.2329 -0.7954 -4.5070 2.4 -1.0 0.0
H 8.6821 0.3829 0.5406 -0.2 -0.1 0.2
H -4.1041 0.9894 3.0205 -1.5 0.7 0.4
N -2.7642 -1.6501 -6.2782 -0.8 -0.8 2.6
O -4.9548 1.5302 3.0947 1.3 -0.4 -4.2
H -5.6716 3.6942 -0.8885 0.4 -1.5 -1.1
H -7.3671 0.2520 0.9434 1.2 0.8 -0.8
H 3.4784 -7.8214 -1.5706 0.0 -0.2 0.1
P -5.3104 2.0960 1.4415 -2.0 7.5 4.9
H -2.8882 0.2742 -4.4602 -1.7 -0.8 0.0
C 3.5259 -6.3798 0.7553 -1.5 1.7 1.9
H -7.2369 -2.1493 -0.3693 -1.0 0.8 -1.0
Cl -4.4083 2.5546 -4.7727 -0.2 -1.1 0.9
O 7.8272 3.0400 9.6392 -2.6 1.2 0.3
O 2.2259 6.4706 8.8741 -2.2 -1.1 -1.1
O 3.2509 -7.6829 0.4674 0.1 1.1 -0.2
H 5.0837 4.7217 11.6243 -0.2 -0.1 0.0
H 2.6942 3.0097 1.5201 -0.2 0.0 -0.1
C -7.8471 -3.2181 -3.5910 0.2 -0.6 -0.7
H -5.4363 -7.2066 -0.5000 1.9 1.9 0.3
O 4.6643 -5.9515 0.1291 -1.1 0.0 0.6
C 8.5887 -0.6532 0.8828 1.4 0.4 0.2
C -5.0836 -4.7845 -0.5243 2.4 -0.2 0.3
O -0.0457 4.6781 3.7191 1.5 -0.6 -2.2
H -2.2049 -0.7854 -0.4758 -0.8 1.3 -2.5
C 5.2285 -7.0875 -0.4946 1.2 0.2 -0.6
C 11.5809 -3.4146 -0.2765 -0.6 -1.2 0.4
H 13.6871 -3.3107 -0.8355 -0.1 0.0 -0.2
C 2.3558 -2.9322 -0.4433 0.1 -0.6 -0.3
H -3.3344 1.3309 -2.6448 -1.4 -2.1 1.2
C -3.0155 -6.7130 -0.0627 -1.7 4.4 -0.4
C 1.2181 5.9871 8.3859 2.4 1.4 0.8
F -1.0154 3.5663 7.9955 -0.2 -0.2 0.1
P -6.0002 0.3496 0.3879 0.5 -1.8 0.0
F 3.6026 3.5766 10.8956 -0.2 -0.1 0.3
C -2.4696 -3.8493 -0.1171 -2.1 -3.2 -0.1
H 3.2960 4.6313 1.1064 -0.2 0.0 0.2
H 3.2148 -3.6197 1.4205 -0.2 0.1 -0.4
C 3.3561 -2.8459 0.6584 1.3 -0.7 0.4
H -1.6438 -3.0161 0.0107 -2.0 -1.8 -0.3
O -6.4205 3.2398 1.6907 3.9 -4.8 -1.6
C 2.5055 5.7400 -4.5166 0.3 0.7 -1.1
H -3.9752 -2.1590 -2.5839 -1.9 1.2 1.1
C -5.1889 -0.2197 -3.8478 2.0 0.6 -2.1
C 7.4906 -0.8364 1.8740 -0.1 0.7 0.8
I -0.9382 1.5269 -1.1237 -0.9 -0.9 -0.2
C -2.2782 -0.2395 -1.5375 1.4 -1.2 1.0
N -5.3757 3.0999 -1.7221 -0.7 0.7 -0.9
H 2.0273 3.6115 -4.5240 0.2 -0.1 0.1
C -1.9582 -5.4258 0.0808 -3.9 0.3 -0.8
H -5.7967 -2.3430 -2.0031 1.8 2.2 -0.7
C 12.6933 -3.0067 -1.1810 0.2 -0.2 -0.9
H 4.3176 4.4042 8.6656 -0.1 -0.1 0.3
O -3.3373 -1.7002 -5.0397 1.1 1.8 2.9
C -6.5075 -2.7918 -4.5357 -3.0 -2.0 -0.1
H -0.1375 4.9930 6.1617 -0.1 -0.1 0.2
C 12.0822 -1.2639 0.0157 0.0 3.0 1.2
C -3.6671 0.4589 -1.8938 3.3 4.0 1.0
H -6.9482 -3.1215 -5.6142 1.5 1.4 2.4
N -4.9380 -0.2556 -2.3050 0.4 0.3 1.3
C 1.3721 5.4640 -2.6190 -1.8 0.9 1.9
O 6.3058 4.6654 9.1152 0.6 -0.9 0.6
P -7.7952 -0.3606 -1.7415 2.3 0.2 0.6
F 12.4840 -3.4599 -2.4374 0.2 -0.1 -0.1
O 6.1017 -2.1446 -0.9014 1.5 1.2 1.6
O 11.5271 -2.3442 0.6451 0.4 0.9 -0.2
C -6.0897 0.4909 -1.5573 -3.3 0.8 1.3
O 2.0111 4.5232 2.7308 -1.3 0.1 0.2
F 1.1233 3.3898 -0.3659 0.0 -0.1 -0.2
H -3.2092 2.9149 1.6805 -1.0 0.0 -1.1
C 2.4263 4.0698 1.4581 1.3 -0.3 -0.2
I -5.0804 -4.4236 -4.1800 -0.1 0.9 -0.4
H 5.6815 -6.8235 -1.4540 -0.1 0.1 0.2
F 7.3161 0.2824 2.6126 -0.1 -0.1 0.2
O 0.1491 4.1139 1.5161 0.3 0.4 0.8
H -6.6120 3.3514 -7.1255 -0.3 -0.3 1.2
S -7.9303 2.7402 -1.1869 -0.5 -0.6 0.0
C -4.6157 -6.3735 -0.3755 3.3 3.4 0.5
H -0.8231 -5.6887 0.3398 -2.8 0.9 -0.7
C 6.8106 -1.5885 -0.0792 -1.1 -1.0 -2.0
O 2.2715 4.4411 -2.6595 -0.8 0.6 -0.3
O 2.8373 -5.6784 1.4776 1.7 -2.0 -1.5
H 4.6975 5.9022 9.5458 0.2 -0.2 -0.1
C 1.2183 4.3111 0.6189 0.0 0.1 -0.4
O 0.5322 6.5388 7.3387 0.8 -0.2 1.1
C 4.8338 4.1149 10.7474 -0.7 -0.3 0.3
O 12.6067 -1.5999 -1.1962 -0.1 -0.1 1.0
O -8.9278 0.0929 -2.8221 -0.1 -1.1 -0.7
H 10.6202 -3.4947 -0.7961 0.2 0.1 -0.2
C 4.9439 4.8413 9.4505 -0.6 1.1 -0.6
O 8.1683 -1.4662 -0.1943 -1.3 -0.5 -0.2
H -1.0729 -0.4899 -3.5394 -0.9 -1.2 2.1
H -7.9458 0.7333 -5.9170 1.4 -0.1 0.3
H -5.8768 -1.1519 -5.7383 -0.2 0.1 2.7
H -8.3618 -4.1748 -4.0873 1.4 2.1 1.0
O -3.4903 -2.2077 -7.0905 -0.5 -1.2 -5.0
P -6.6654 1.4314 -5.9983 -1.9 3.8 -1.3
O 1.4180 6.2248 -3.7549 -0.3 -0.7 1.1
O 0.6137 5.6719 -1.6865 1.6 -0.1 -2.6
O 1.2526 -2.2108 0.0561 0.3 0.7 0.1
O -3.8810 2.9013 0.9338 -1.2 -2.5 1.5
H -8.3327 1.9524 -0.1054 0.8 0.4 -1.2
O 0.6337 4.8360 8.8221 0.1 0.9 -0.2
N -7.0424 3.0109 -6.2318 0.9 -2.6 -0.7
O 12.1101 -0.1385 0.4852 -0.3 -2.7 -1.1
C 2.6579 4.3459 -4.0117 0.8 -0.5 -0.1


Number 1: HOMO energy -5.6 eV. Number 2: HOMO energy -9.8 eV.